Entry from the Open Molecules 2025 dataset: a structure of composition C29H52MnN5P2SSb (wB97M-V/def2-TZVPD).

Structure (XYZ):
```
91
Properties=species:S:1:pos:R:3:forces:R:3:lowdin_charge:R:1
Sb -0.09242 -1.06619 -3.30763 -0.13 -0.09 -0.52 1.673
Mn 0.10735 0.03069 0.55811 0.65 0.51 0.25 0.106
S -1.44564 -1.40051 0.37666 -0.43 -0.72 -0.48 0.739
P -0.13155 2.29444 0.02139 -0.24 0.41 -0.08 0.840
P -0.08686 0.76037 2.76943 -0.06 0.15 0.27 0.832
N -4.07026 -1.22962 1.11691 -0.20 0.04 0.12 0.069
N 2.05063 -0.10942 0.42060 -0.15 -0.21 0.30 -0.080
N -3.26516 -3.26713 1.08669 0.02 -0.21 0.06 -0.113
N 4.20403 -0.22505 0.01191 0.35 -0.03 0.06 0.039
N 10.34773 1.15744 -2.56858 -0.20 -0.03 0.09 0.225
C -1.77950 0.65532 3.39823 0.00 -0.07 -0.04 -0.208
C 0.95184 -2.93167 -2.95752 0.04 0.27 -0.01 -0.555
C 6.55101 -0.82787 -0.34472 0.01 -0.22 0.05 0.010
C -3.05879 -0.36139 -2.93647 -0.10 -0.01 -0.05 -0.154
C 9.31655 0.92899 -2.11558 0.02 -0.03 -0.02 -0.143
C -2.36258 -4.41181 0.97044 -0.07 0.03 0.03 0.010
C -5.26289 -2.03424 1.48176 0.12 -0.02 -0.05 -0.050
C 3.06414 0.36946 -0.31628 -0.21 -0.09 0.01 -0.115
C 7.80500 -0.54184 -0.85634 0.07 -0.04 0.00 0.027
C 3.93589 -1.14749 1.00868 0.13 0.05 -0.01 0.025
C 0.30837 2.53379 2.74100 0.00 0.03 -0.21 -0.342
C -1.51684 2.69296 -1.07203 0.02 -0.07 0.02 -0.208
C -0.44327 3.19961 1.58125 0.11 -0.18 0.15 -0.340
C 5.71505 1.24720 -1.24742 -0.14 0.15 0.02 -0.006
C 8.01594 0.63406 -1.56905 0.16 0.04 -0.09 -0.184
C 0.32890 -4.01292 -3.83680 0.04 -0.07 0.00 -0.111
C -2.21856 -1.51253 -3.47804 0.19 0.21 -0.03 -0.545
C -4.67986 -3.46162 1.50734 0.05 0.03 -0.03 -0.034
C 0.74055 -0.03132 -5.10208 -0.28 -0.18 0.63 -0.498
C -3.01391 -1.99672 0.90945 0.03 0.22 0.25 -0.631
C 2.44208 -2.71049 -3.19651 0.00 -0.14 -0.01 -0.130
C 5.51776 0.07015 -0.54209 -0.16 -0.05 0.04 -0.169
C 6.96469 1.52725 -1.76550 0.01 0.04 -0.05 0.015
C -2.55620 -1.84181 -4.93246 -0.10 -0.08 0.06 -0.111
C 0.17953 1.37861 -5.16907 0.11 -0.01 -0.27 -0.130
C 0.45578 -0.90165 -6.31468 0.22 0.10 -0.15 -0.100
C 2.61198 -1.07807 1.26062 -0.03 0.13 -0.22 -0.098
C 0.94521 0.01220 4.04507 0.04 -0.10 -0.12 -0.193
C 1.28319 3.15118 -0.71646 0.10 -0.17 0.04 -0.206
H -3.58840 -2.20342 -4.97208 0.03 0.01 0.01 0.109
H -0.58899 -0.88695 -6.60914 -0.03 0.00 0.02 0.073
H 4.92135 1.97298 -1.38109 0.06 -0.01 0.02 0.109
H 8.62187 -1.23552 -0.70913 -0.02 0.01 0.00 0.145
H -0.73966 -4.14487 -3.65926 0.03 0.00 0.00 0.073
H -1.32937 2.30811 -2.07494 -0.01 0.01 -0.01 0.041
H 2.85684 -1.92212 -2.56227 -0.01 -0.01 -0.01 0.057
H 2.65612 -2.46577 -4.23907 -0.01 0.00 0.03 0.085
H 2.16230 3.09684 -0.07266 -0.04 0.02 -0.02 0.062
H -1.92695 -2.62326 -5.36040 -0.01 0.04 0.02 0.077
H -2.79829 -0.09265 -1.90937 -0.01 -0.04 -0.04 0.013
H 1.02958 -0.47874 -7.14761 -0.02 -0.02 0.01 0.117
H 2.00349 0.16111 3.83266 -0.01 0.01 0.01 0.063
H -2.48893 1.15294 2.73687 0.02 0.00 0.02 0.050
H -2.36632 -4.96731 1.90685 -0.01 0.02 0.03 0.117
H -2.70784 -5.06995 0.17478 -0.02 0.01 -0.02 0.115
H 0.69601 0.50849 4.98660 0.03 -0.01 0.01 0.086
H -5.17588 -4.13999 0.81651 0.01 0.01 -0.06 0.146
H 7.13476 2.44239 -2.31594 0.00 0.00 0.02 0.140
H -2.31190 -2.40179 -2.85116 -0.05 -0.01 0.03 0.077
H -0.12090 4.23308 1.44486 -0.05 0.05 0.02 0.116
H -1.80334 1.14499 4.37501 -0.04 0.00 -0.01 0.085
H 0.39929 1.96527 -4.27646 0.00 0.00 0.03 0.054
H 1.79928 -0.04265 -4.84485 0.07 0.09 -0.10 0.083
H 0.03841 2.97275 3.70426 0.03 0.04 0.00 0.121
H -2.96162 0.52896 -3.56303 0.00 -0.04 0.02 0.084
H -4.69849 -3.91129 2.49885 0.04 0.01 0.02 0.146
H 4.69720 -1.75287 1.47108 -0.01 0.07 -0.05 0.146
H -6.04336 -1.90975 0.73601 0.01 0.00 -0.07 0.138
H 1.51667 2.74935 -1.70306 0.00 0.02 0.00 0.051
H 0.99806 4.19920 -0.82859 0.01 0.01 -0.03 0.085
H 0.76206 -3.13620 -1.90200 0.00 -0.10 0.02 0.071
H -1.35158 -4.07659 0.75823 -0.01 0.03 -0.01 0.063
H -1.51918 3.21595 1.76438 -0.02 0.02 -0.01 0.098
H 0.64414 1.89278 -6.01599 -0.04 0.00 0.03 0.108
H -5.65135 -1.72041 2.44619 0.03 0.01 0.05 0.137
H -0.89674 1.38357 -5.35063 0.01 -0.01 0.03 0.084
H 0.79091 -1.93375 -6.20401 -0.01 0.02 0.01 0.074
H -2.44997 2.27196 -0.69862 0.01 0.00 0.01 0.055
H -4.08263 -0.22927 1.02094 0.04 -0.01 -0.08 0.148
H 0.81538 -4.96556 -3.60884 -0.01 0.02 -0.02 0.107
H 0.48584 -3.82103 -4.90015 0.00 -0.01 0.06 0.081
H -2.50755 -0.95539 -5.56490 0.01 -0.01 0.02 0.081
H -4.11433 -0.64653 -2.95744 0.03 0.02 -0.01 0.100
H 2.03624 -1.65056 1.96841 -0.03 0.01 -0.01 0.114
H 2.97947 -3.63475 -2.97039 0.01 0.03 -0.02 0.102
H 1.39056 2.63624 2.62216 0.00 0.02 0.04 0.104
H -1.61349 3.78049 -1.12131 -0.02 -0.01 -0.03 0.085
H -2.06745 -0.38870 3.52429 0.00 0.02 -0.01 0.058
H 6.40690 -1.76070 0.18585 0.01 0.05 -0.04 0.119
H 0.73784 -1.05329 4.14944 -0.01 0.01 0.01 0.072
H 2.97632 1.10756 -1.09104 0.02 0.01 0.00 0.118
```
Forces are in eV/Å.

The calculation puts the HOMO-LUMO gap (spin up / spin down) at 4.9 / 4.6 eV. Its energy above the lowest of the compared OMol25 structures with the same formula, charge and spin is 9.3 kcal/mol. The LUMO energy (spin up / spin down) is -12.9 / -13.1 eV. As for the spin multiplicity: 4. As for the net charge: +4. Its HOMO energy (spin up / spin down) is -0.654 / -0.654 Ha. The total energy comes out at -105598.861 eV.

=====

Entry from the Open Molecules 2025 dataset: the ion C6H10N with charge +1 (wB97M-V/def2-TZVPD).

Structure (XYZ):
```
17
Properties=species:S:1:pos:R:3:forces:R:3:lowdin_charge:R:1
N -0.77464 -1.19429 0.08368 -1.25 0.25 -1.30 0.142
C -1.32602 0.05165 -0.44420 1.72 -0.30 3.04 -0.135
C 1.23062 -0.13130 -0.41360 -0.78 3.62 -2.46 -0.169
C -2.71709 0.37303 0.00960 -0.01 1.24 2.27 -0.017
C -0.01152 0.08413 0.56551 -0.75 0.13 -3.13 0.014
C 2.64035 0.35481 -0.03400 -2.15 -3.10 3.05 0.012
C 0.59088 -1.32086 -0.00775 -0.95 -1.15 -0.15 -0.039
H 0.80899 0.38125 -1.41587 1.41 -1.53 2.01 0.196
H -2.88521 1.21482 0.77989 1.38 -1.31 -0.43 0.132
H -3.13671 -0.50891 0.47280 -0.48 -0.15 -0.25 0.092
H 2.65771 1.33726 0.33476 -0.17 1.46 0.00 0.079
H 2.97353 -0.28668 0.84445 -0.05 0.67 -1.12 0.124
H 0.06396 0.29501 1.55072 -0.03 0.51 3.01 0.134
H 3.23628 0.18398 -0.84437 1.88 -0.17 -1.99 0.058
H -3.33759 0.88625 -0.67916 -0.49 -0.54 -1.68 0.074
H 0.91352 -2.21238 0.51315 0.67 0.29 0.31 0.180
H -0.92706 0.49225 -1.31559 0.05 0.06 -1.19 0.121
```
Forces are in eV/Å.

The calculation puts the HOMO-LUMO gap at 11.3 eV. Its energy above the lowest of the compared OMol25 structures with the same formula, charge and spin is 79.7 kcal/mol. The LUMO energy is -4.1 eV. As for the net charge: +1. Its HOMO energy is -0.566 Ha. The total energy comes out at -7862.890 eV.

=====

Entry from the Open Molecules 2025 dataset: a cluster of 2 separate species, C8H15PS2 in total (wB97M-V/def2-TZVPD).

Structure (XYZ):
```
26
Properties=species:S:1:pos:R:3:forces:R:3:lowdin_charge:R:1
S -3.17995 1.40742 -0.63569 0.92 -1.18 -0.17 0.113
S -0.42784 0.21517 -2.39923 -0.23 -0.95 -0.33 0.675
P -1.47653 0.33778 -0.60395 -2.13 1.37 1.02 0.270
C -1.68620 -2.38159 0.47915 1.14 1.02 0.62 -0.057
C -0.17752 1.41623 0.20353 -0.01 0.00 -0.68 -0.767
C 1.00144 0.54715 -0.22594 -1.02 0.82 -0.69 -0.183
C -0.32808 1.52848 1.70869 -0.56 -0.51 1.77 -0.122
C -0.50439 -3.15063 0.86854 0.73 -0.87 -1.24 -0.167
C 2.07400 -0.87739 -2.07679 1.17 -2.26 2.02 -0.125
C -0.11717 2.81367 -0.51402 -2.54 -0.12 -1.31 -0.126
C 1.02289 -0.09258 -1.38546 -0.77 0.38 -0.92 -0.644
H -1.34678 1.98228 2.13273 2.10 -1.06 -1.37 0.115
H 2.59370 -0.30040 -2.79777 0.58 0.60 -0.70 0.062
H 1.86767 0.63862 0.31009 2.18 -0.25 1.71 0.096
H 1.70186 -1.78747 -2.57163 -0.37 0.53 -0.03 0.074
H -0.03679 -2.84378 1.79750 -0.11 -0.02 0.12 0.069
H -0.18558 0.45526 2.14173 -0.24 1.97 -0.34 0.097
H -0.75977 -4.23279 0.89591 -0.05 0.37 0.41 0.088
H 0.91023 3.21334 -0.52791 -0.53 0.00 0.15 0.076
H -2.11729 -2.40995 -0.46110 -0.63 -0.45 -1.68 0.008
H -0.94316 3.57940 -0.12028 2.02 -1.73 -0.56 0.112
H -2.30228 -2.05797 1.25385 -1.11 0.65 1.06 0.028
H -0.47298 2.55251 -1.60304 1.05 1.12 1.87 0.040
H 0.49423 2.21368 2.06554 -0.74 -0.84 -0.06 0.088
H 2.82339 -1.34898 -1.33563 -0.89 1.19 -0.93 0.112
H 0.24302 -3.14298 0.06204 0.05 0.22 0.24 0.067
```
Forces are in eV/Å.

The calculation puts the HOMO-LUMO gap (spin up / spin down) at 7.9 / 6.4 eV. Its energy above the lowest of the compared OMol25 structures with the same formula, charge and spin is 64.1 kcal/mol. The LUMO energy (spin up / spin down) is 0.0 / -1.5 eV. As for the net charge: 0. Its HOMO energy (spin up / spin down) is -0.289 / -0.287 Ha. The total energy comes out at -39495.548 eV.

=====

Entry from the Open Molecules 2025 dataset: an isolated molecule of C4H7FN2S (wB97M-V/def2-TZVPD).

Structure (XYZ):
```
15
Properties=species:S:1:pos:R:3:forces:R:3:lowdin_charge:R:1
S 0.66615 -1.31465 -0.36567 -0.15 0.00 -0.01 0.910
F -3.05404 1.17929 -0.51252 -0.08 -0.06 0.03 -0.057
N 3.92298 0.83122 -0.09339 -0.41 -0.09 -0.28 -0.009
N 3.02595 -0.16119 -0.42474 -0.05 -0.04 -0.06 -0.124
C -3.24918 -0.07497 0.05140 -0.14 -0.06 -0.22 -0.214
C -0.81363 -0.35188 -0.33802 -0.22 -0.16 0.08 -0.451
C -1.96546 -0.82971 0.13261 0.43 0.29 -0.14 -0.162
C 1.83953 -0.05757 0.00167 0.21 0.02 -0.04 -0.540
H 1.50072 0.75584 0.64357 -0.04 0.12 0.04 0.084
H -0.77446 0.62565 -0.81103 0.02 -0.11 0.09 0.081
H -3.98365 -0.61124 -0.56330 0.12 0.08 0.00 0.121
H -3.69690 0.06942 1.03490 0.06 0.03 0.13 0.117
H 3.73940 1.26826 0.79340 -0.03 0.19 0.36 0.071
H -2.01500 -1.80597 0.59866 0.01 -0.07 0.03 0.102
H 4.85760 0.47750 -0.14754 0.27 -0.14 -0.02 0.071
```
Forces are in eV/Å.

The calculation puts the HOMO-LUMO gap at 9.1 eV. Its energy above the lowest of the compared OMol25 structures with the same formula, charge and spin is 48.8 kcal/mol. The LUMO energy is 1.0 eV. As for the net charge: 0. The SMILES is N/N=C/S/C=C/CF. Its HOMO energy is -0.300 Ha. The total energy comes out at -20792.420 eV.

=====

Record-wise F_max values, in eV/A: 1.0; 4.9; 3.3; 0.5